# 1
The following is a DFT calculation (ωB97M-V/def2-TZVPD) of a molecular structure, CH4NO2Si in a non-equilibrium geometry.

Its spin multiplicity is 1. The charge is -1. The lowest unoccupied orbital energy (alpha / beta) is 0.12042 / 0.11375 Eh. The frontier orbital gap (alpha / beta) is 8.364 / 8.085 eV. The calculation puts the energy at -14562.5330 eV. The value obtained for the energy above the lowest of the compared OMol25 structures with the same formula, charge and spin is 92.1 kcal/mol.

Positions of all 9 atoms, in Å:
C  -0.9164  -0.8679  0.6531
N  -0.0012  0.1201  0.7323
O  -1.5524  -1.3371  1.5718
O  -0.8920  -1.1030  -0.6163
Si  0.5559  0.3563  -0.8433
H  0.2526  0.8588  2.4970
H  1.6468  1.4614  -0.4965
H  -0.5104  0.9822  -1.7001
H  1.4170  -0.4709  -1.7982

# 2
The following is a DFT calculation (ωB97M-V/def2-TZVPD) of a molecular structure, C24H20B2Cl3F4N10O2W in a non-equilibrium geometry.

Its spin multiplicity is 3. The charge is +1. The lowest unoccupied orbital energy (alpha / beta) is -0.15074 / -0.17713 Eh. The frontier orbital gap (alpha / beta) is 6.851 / 6.130 eV. The calculation puts the energy at -95825.4704 eV. The value obtained for the energy above the lowest of the compared OMol25 structures with the same formula, charge and spin is 48.4 kcal/mol.

Positions of all 66 atoms, in Å:
W  0.1818  0.5837  -0.0492
C  3.3611  2.2481  2.4590
C  2.5594  2.2351  1.3245
N  1.9157  1.0744  1.2335
N  2.2985  0.3179  2.2760
C  3.1653  1.0044  3.0294
B  1.9550  -1.1830  2.2815
N  0.4486  -1.3682  2.4617
C  -0.2127  -1.9044  3.4918
C  -1.5661  -1.7127  3.2994
C  -1.6517  -1.0181  2.1013
N  -0.4306  -0.8316  1.5890
N  2.3032  -1.6609  0.8663
C  3.0685  -2.6690  0.4355
C  3.0107  -2.7060  -0.9465
C  2.1561  -1.6641  -1.2909
N  1.7505  -1.0375  -0.1884
H  4.0128  3.0341  2.7994
H  2.4677  2.9682  0.5465
H  3.6149  0.5408  3.8928
H  2.5763  -1.7649  3.1275
H  0.3353  -2.3874  4.2853
H  -2.3765  -2.0233  3.9354
H  -2.5280  -0.6409  1.6050
H  3.6008  -3.2823  1.1447
H  3.5142  -3.3889  -1.6086
H  1.8050  -1.3590  -2.2604
O  -4.5354  -2.2300  -0.6363
C  -3.5384  -3.0930  -0.9062
C  -3.8780  -4.4435  -0.9775
C  -2.9141  -5.3888  -1.2498
C  -1.5783  -5.0278  -1.4545
C  -1.2354  -3.7008  -1.3776
C  -2.2018  -2.7164  -1.1063
C  -1.7642  -1.3368  -0.9962
O  -0.4772  -1.0678  -1.0840
N  -2.6093  -0.3764  -0.7546
N  -1.8658  0.8049  -0.5975
C  -1.5918  1.3977  -1.6994
C  -0.9587  2.7353  -1.6249
C  -1.2336  3.7827  -2.4543
C  -0.7110  5.0259  -2.0790
C  0.0073  5.1311  -0.9081
C  0.2711  3.9887  -0.1527
N  -0.1768  2.8141  -0.5558
H  -4.1813  -1.3220  -0.6212
H  -4.9124  -4.7182  -0.8177
H  -3.2009  -6.4315  -1.3042
H  -0.8296  -5.7782  -1.6663
H  -0.2088  -3.3896  -1.5170
H  -2.0301  1.0099  -2.6151
H  -1.8511  3.6511  -3.3327
H  -0.8976  5.9009  -2.6872
H  0.3769  6.0852  -0.5592
H  0.8147  4.0253  0.7773
Cl  3.2273  2.0570  -4.8347
C  2.8445  1.8679  -3.2151
Cl  0.6131  0.5317  -4.0164
Cl  3.9389  2.4821  -2.0813
C  1.6536  1.2053  -2.7440
N  1.3997  1.0850  -1.5257
F  -2.1219  2.2098  3.3611
B  -1.5922  3.0236  2.4607
F  -0.5067  1.6043  1.5114
F  -0.5468  3.7902  2.7909
F  -2.3335  3.4063  1.4096